(1)
The following is a DFT calculation (ωB97M-V/def2-TZVPD) of C57H61BN11PTl as an isolated structure.

Results
* spin multiplicity: 1
* energy above the lowest of the compared OMol25 structures with the same formula, charge and spin: 117.6 kcal/mol
* charge: -1

```
132
Properties=species:S:1:pos:R:3:lowdin_charge:R:1
Tl 0.76116 -0.46407 0.01077 0.839
C 2.61236 2.39979 0.32029 -0.074
C 2.24293 3.07549 1.63609 -0.336
C 1.52359 4.40043 1.35162 -0.062
C 1.41045 2.21858 2.55304 -0.280
C 1.00011 2.57103 3.85482 -0.028
C 0.25588 1.50079 4.28578 -0.078
N 0.23819 0.57359 3.30836 -0.031
N 0.95281 1.00944 2.24535 0.040
B -0.54982 -0.74968 3.41000 -0.534
N 0.27483 -2.00069 3.08939 -0.023
C 0.65944 -2.85149 4.06157 -0.085
C 1.41397 -3.84456 3.49537 -0.023
C 1.44140 -3.53276 2.12123 -0.276
N 0.74493 -2.42324 1.88520 0.058
C 2.12989 -4.36625 1.07375 -0.355
C 2.07730 -3.76096 -0.32073 -0.086
C 3.58538 -4.63002 1.48066 -0.054
N -1.87587 -0.55231 2.57463 -0.049
C -2.98511 -0.24080 3.21315 -0.028
C -3.90775 0.46648 2.28455 -0.151
C -3.15112 0.16964 0.93178 -0.267
N -1.83682 -0.35672 1.27185 0.022
C -5.00951 -1.49253 -0.52923 -0.371
C -5.11710 -3.01801 -0.45173 -0.076
C -4.51416 -1.06575 -1.90475 -0.072
H 3.31531 3.02301 -0.23652 0.089
H 3.07283 1.42417 0.46603 0.043
H 1.72075 2.27437 -0.30283 0.042
H 3.16550 3.30692 2.17907 0.138
H 0.59657 4.21548 0.80274 0.051
H 1.27171 4.93257 2.27201 0.074
H 2.16103 5.04777 0.74395 0.079
H 1.21947 3.47825 4.39445 0.100
H -0.26409 1.33321 5.21562 0.116
H -0.88884 -0.84431 4.55716 0.109
H 0.37919 -2.68030 5.08766 0.110
H 1.88328 -4.67808 3.99078 0.095
H 1.60246 -5.32754 1.05484 0.133
H 2.60823 -2.80703 -0.35394 0.035
H 2.54497 -4.43553 -1.04203 0.084
H 1.04814 -3.58793 -0.63595 0.049
H 4.13163 -3.68612 1.55572 0.063
H 3.65007 -5.14258 2.44194 0.067
H 4.07628 -5.25278 0.72896 0.077
H -3.05489 -0.29523 4.28615 0.107
H -4.05906 1.51291 2.56884 0.150
H -6.02687 -1.10478 -0.44064 0.115
H -4.14179 -3.48705 -0.59657 0.073
H -5.50810 -3.33673 0.51843 0.077
H -5.79040 -3.39221 -1.22767 0.072
H -3.48851 -1.39529 -2.06542 0.038
H -5.14602 -1.51369 -2.67782 0.079
H -4.55362 0.01747 -2.01553 0.038
N -0.53151 -0.53262 -3.89221 -0.115
P -1.41683 0.52465 -2.86840 1.104
C -2.07232 1.64164 -4.21935 -0.314
C -1.27159 2.09205 -5.27123 -0.093
C -1.78982 2.91349 -6.25962 -0.087
C -3.11889 3.31757 -6.20422 -0.098
C -3.91351 2.91019 -5.14415 -0.088
C -3.39109 2.07839 -4.16062 -0.094
C -3.12760 1.40923 0.07278 -0.142
C -4.26331 2.03863 -0.27126 -0.038
C -5.62737 1.68445 0.12579 -0.084
C -6.04253 0.76390 1.01026 -0.072
C -5.16005 -0.22403 1.72943 -0.199
C -4.24920 -0.96524 0.71074 -0.120
C -0.61047 -1.92340 -3.82999 -0.394
C -0.21189 -2.69346 -4.92833 -0.029
C -0.32171 -4.06568 -4.84431 -0.080
C -0.82295 -4.64374 -3.68674 -0.082
C -1.18568 -3.79608 -2.65542 -0.145
N -1.08296 -2.47181 -2.71920 0.106
H -0.10301 -0.19154 -4.73746 0.082
H -0.21521 1.84496 -5.30848 0.098
H -1.15459 3.24875 -7.07085 0.100
H -3.52774 3.94953 -6.98300 0.097
H -4.94295 3.24109 -5.07840 0.100
H -4.01404 1.77375 -3.32654 0.081
H -4.16536 2.98149 -0.79770 0.100
H -6.39424 2.32546 -0.29982 0.095
H -7.10692 0.71216 1.21738 0.098
H -5.73243 -0.84863 2.41872 0.137
H -3.79371 -1.82382 1.21128 0.140
H 0.16536 -2.21402 -5.82383 0.105
H -0.02631 -4.68361 -5.68355 0.104
H -0.91916 -5.71559 -3.58044 0.096
H -1.57202 -4.18261 -1.71904 0.107
C -1.47628 3.78355 1.60871 -0.091
C -1.91148 4.78132 0.64666 -0.087
C -1.96298 4.43575 -0.64700 -0.079
C -1.54878 3.07608 -1.01650 -0.208
N -1.84601 2.05373 -0.04243 0.001
C -1.47097 2.48937 1.26375 -0.063
C -0.55230 2.90208 -1.93217 -0.223
C 0.16550 4.03336 -2.49090 -0.022
C 1.36794 3.87187 -3.07484 -0.072
C 1.93976 2.56389 -3.20844 -0.070
C 1.15997 1.50656 -2.91275 -0.187
N -0.10889 1.64067 -2.39488 -0.189
H -1.18610 4.07009 2.61055 0.102
H -2.18413 5.77481 0.98262 0.097
H -2.27094 5.13965 -1.41449 0.105
H -1.27477 1.70510 1.97996 0.096
H -0.24038 5.02118 -2.33387 0.101
H 1.92334 4.73512 -3.42148 0.102
H 2.94653 2.41584 -3.56998 0.100
H 1.48609 0.48988 -3.08522 0.055
C 6.11542 -1.74817 2.56636 -0.146
C 4.83249 -1.25979 2.79502 -0.117
C 3.99675 -0.92479 1.74545 -0.062
C 4.40312 -1.04839 0.39405 -0.328
C 5.69911 -1.58573 0.18722 -0.053
C 6.52529 -1.91803 1.24786 -0.128
N 3.49931 -0.78801 -0.59539 -0.048
C 3.85251 -0.59359 -1.89735 -0.318
C 5.01055 0.09224 -2.33980 -0.047
C 5.25787 0.30209 -3.68503 -0.123
C 4.36957 -0.13793 -4.66364 -0.139
C 3.21273 -0.79161 -4.25286 -0.129
C 2.95708 -1.01313 -2.91021 -0.095
H 6.77050 -2.00265 3.39010 0.080
H 4.47318 -1.14477 3.81218 0.097
H 2.98962 -0.58170 1.95434 0.065
H 6.03049 -1.77389 -0.82590 0.097
H 7.50487 -2.33737 1.04239 0.089
H 5.69993 0.47552 -1.59752 0.105
H 6.16106 0.82563 -3.98117 0.091
H 4.57608 0.02220 -5.71456 0.082
H 2.50121 -1.14174 -4.99429 0.085
H 2.06333 -1.54660 -2.60380 0.075
```



(2)
The following is a DFT calculation (ωB97M-V/def2-TZVPD) of C57H62As2FNO11P2PdSi as an isolated structure.

Results
* spin multiplicity: 1

```
138
Properties=species:S:1:pos:R:3:lowdin_charge:R:1
Pd -1.14304 -0.05171 -0.13492 0.546
C -2.31624 -4.97191 5.83768 -0.020
C -3.22914 -3.77491 5.56008 -0.308
C -3.66484 -3.06281 6.84148 -0.130
C -2.47984 -2.37111 7.50418 -0.133
C -1.80664 -1.46891 6.51168 -0.129
C -1.10104 -0.36291 6.94838 0.056
C -0.50644 0.48389 6.02748 -0.243
F 0.18006 1.55589 6.48258 0.059
C -0.60724 0.27129 4.67568 0.065
C -1.29784 -0.85391 4.20728 -0.071
C -1.35744 -1.10021 2.76888 -0.301
O -0.88734 -0.22381 1.98408 -0.170
C -1.92624 -2.35631 2.39948 -0.016
C -2.50844 -3.13951 3.34928 0.043
N -2.56174 -2.84111 4.66478 0.021
C -1.90064 -1.73301 5.13368 -0.078
C -1.89914 -2.97381 0.98738 -0.656
O -2.15264 -4.17291 0.92518 0.008
O -1.59524 -2.24551 0.00938 -0.124
H -2.82334 -5.66721 6.50158 0.086
H -1.38694 -4.64871 6.30078 0.080
H -2.07364 -5.48731 4.91068 0.084
H -4.12604 -4.13091 5.03698 0.154
H -4.11054 -3.78991 7.52288 0.122
H -4.41994 -2.31151 6.59428 0.129
H -1.77344 -3.11581 7.88198 0.119
H -2.82054 -1.79591 8.36778 0.123
H -1.00824 -0.16031 8.00238 0.129
H -0.17134 0.95819 3.96908 0.115
H -2.96934 -4.06671 3.03318 0.149
C -2.22814 -2.12111 -6.41692 -0.051
O -3.22184 -1.52371 -5.60982 -0.009
C -2.94694 -0.62011 -4.66222 -0.560
O -3.79854 -0.37541 -3.83152 0.086
C -1.60304 -0.03441 -4.48702 -0.232
C -0.93764 0.66929 -5.42992 -0.282
As 0.96966 1.18279 -5.30692 1.313
C 1.04986 2.95709 -6.17322 -0.303
C 0.70826 1.59489 -3.43172 -0.447
C 0.62016 0.31609 -2.77042 -0.399
As -1.19874 -0.37401 -2.56612 1.351
C -1.02904 -2.30651 -2.88992 -0.231
C 1.71226 -0.38971 -2.49802 -0.476
O 3.02856 0.18679 -2.61622 -0.162
O 1.75016 -1.66331 -2.02502 -0.206
C 2.43356 -2.56861 -2.88702 -0.043
C -0.06134 2.71879 -3.09572 -0.579
O -0.01224 3.80269 -3.66772 -0.011
O -0.86734 2.55539 -1.96312 -0.160
C -1.76984 3.62879 -1.74092 -0.079
C -1.57384 0.91899 -6.71542 -0.532
O -2.76164 0.99189 -6.93072 0.132
O -0.63844 1.07889 -7.69132 -0.121
C -1.14604 1.40719 -8.97382 -0.047
H -2.63394 -2.19931 -7.42552 0.100
H -2.02264 -3.12651 -6.03432 0.097
H -1.29544 -1.55421 -6.44622 0.084
H 1.38746 2.82519 -7.20032 0.007
H 1.77746 3.56409 -5.63672 0.015
H 0.09576 3.47189 -6.15282 0.026
H -0.46664 -2.49871 -3.80752 0.032
H -2.03574 -2.72041 -2.97982 0.049
H -0.56154 -2.78961 -2.03602 0.010
H 2.29786 -3.56391 -2.47052 0.096
H 3.50096 -2.32691 -2.94032 0.092
H 2.00246 -2.53361 -3.89112 0.098
H -1.68864 3.95079 -0.70152 0.080
H -2.78704 3.29689 -1.96742 0.092
H -1.50394 4.45759 -2.40442 0.084
H -0.32544 1.85529 -9.52972 0.092
H -1.98254 2.10539 -8.87882 0.098
H -1.49844 0.50719 -9.48482 0.096
C 3.18186 -0.35311 0.08448 -0.311
P 1.28866 -0.34661 0.50758 1.111
C 1.38196 1.14789 1.56878 -0.382
C 2.22496 1.34829 2.65928 -0.129
C 2.15616 2.53139 3.37918 -0.091
C 1.28356 3.53579 2.99638 -0.085
C 0.48386 3.36579 1.87688 -0.062
C 0.52556 2.17599 1.17688 -0.111
C 1.40096 -1.85491 1.55458 -0.338
C 1.49136 -1.91071 2.93948 -0.090
C 1.51236 -3.14021 3.57848 -0.077
C 1.43726 -4.32051 2.85838 -0.078
C 1.31526 -4.27331 1.48138 -0.060
C 1.29356 -3.04921 0.84158 -0.095
P 3.67946 0.73109 -1.28562 0.985
C 5.45266 0.65629 -1.57932 -0.254
C 6.28866 -0.14391 -0.79892 -0.071
C 7.65826 -0.05711 -0.94712 -0.072
C 8.20616 0.83439 -1.85872 -0.063
C 7.37686 1.61629 -2.65342 -0.063
C 6.00776 1.53849 -2.51362 -0.056
C 3.27776 2.47109 -1.06382 -0.258
C 3.53046 3.08799 0.15928 -0.084
C 3.29846 4.44049 0.30418 -0.076
C 2.82316 5.18639 -0.76472 -0.050
C 2.61706 4.58289 -1.99472 -0.045
C 2.87456 3.23429 -2.15672 -0.070
H 3.45406 -1.37121 -0.21152 0.071
H 3.73506 -0.08351 0.98488 0.060
H 2.93396 0.58829 2.96538 0.104
H 2.78856 2.67449 4.24408 0.108
H 1.22166 4.44539 3.57548 0.107
H -0.16814 4.16259 1.55508 0.107
H -0.12264 2.00979 0.31118 0.067
H 1.51846 -1.00741 3.53128 0.088
H 1.59336 -3.18061 4.65458 0.103
H 1.47136 -5.27101 3.37078 0.102
H 1.23646 -5.18561 0.90918 0.112
H 1.16176 -2.99881 -0.22702 0.087
H 5.86436 -0.84101 -0.09062 0.101
H 8.30526 -0.68461 -0.35232 0.108
H 9.27626 0.92849 -1.94412 0.107
H 7.80896 2.28949 -3.37852 0.111
H 5.35586 2.14529 -3.12652 0.113
H 3.88866 2.51059 0.99708 0.102
H 3.48366 4.91189 1.25808 0.107
H 2.62496 6.23979 -0.63352 0.108
H 2.23556 5.15099 -2.82692 0.111
H 2.71456 2.76619 -3.11802 0.089
C -5.22554 -1.05511 1.19618 -0.166
Si -4.32744 0.63249 1.23448 0.525
C -3.63744 1.05519 2.97958 -0.158
C -5.62744 2.01879 0.92598 -0.190
C -3.11354 0.72959 -0.20862 -0.263
H -5.90784 -1.19201 2.03278 0.022
H -4.51324 -1.87631 1.19328 0.009
H -5.80444 -1.12111 0.27868 0.029
H -4.21254 1.85349 3.43968 0.026
H -2.60024 1.37429 2.93588 0.012
H -3.68434 0.20239 3.64968 0.017
H -6.45464 1.91489 1.62058 0.019
H -6.03374 1.98299 -0.07932 0.021
H -5.19424 3.00379 1.07638 0.020
H -2.81014 1.76479 -0.39812 -0.020
H -3.59734 0.33209 -1.11202 -0.007
```



Per-record HOMO energy, eV: -3.56, -6.21
Per-record max |F|, hartree/bohr: 0.0100, 0.0340
Per-record orbital gap, Ha: 0.21706, 0.21732